1.
The following is a quantum chemistry calculation of a 8-piece molecular cluster, C32H48O22 overall, from OMol25.

As for the relative energy (zero: lowest compared OMol25 entry of this formula, charge and spin): 0.0 kcal per mole. The value obtained for the molecular weight is 784.7 g mol⁻¹. For the energy, the calculation gives -2903.52986 hartree. As for the SMILES: C[C@H]1COC(=O)O1.C[C@H]1COC(=O)O1.C[C@H]1COC(=O)O1.C[C@H]1COC(=O)O1.C[C@H]1COC(=O)O1.C[C@H]1COC(=O)O1.O=C1CCCO1.O=C1CCCO1. The value obtained for the HOMO-LUMO gap is 9.542 eV. The strongest force on any atom comes out at 3.69 eV/A.

ORCA input file:
```
! wB97M-V def2-TZVPD RIJCOSX def2/J DEFGRID3
* xyz 0 1
C -8.451 9.087 22.863
C -9.390 9.465 21.756
C -10.290 10.657 21.998
O -9.573 11.796 21.386
C -8.674 11.269 20.536
O -7.999 11.889 19.716
O -8.635 9.961 20.581
H -8.844 8.782 23.819
H -7.850 9.964 23.144
H -7.834 8.278 22.538
H -9.865 8.544 21.396
H -10.333 10.875 23.070
H -11.349 10.597 21.687
C -10.488 3.600 15.851
C -10.801 2.902 17.176
C -11.984 1.886 17.018
O -11.584 0.788 17.923
C -10.293 0.919 18.171
O -9.639 0.092 18.757
O -9.745 2.071 17.581
H -10.175 2.796 15.210
H -9.761 4.382 15.891
H -11.396 3.963 15.434
H -10.996 3.610 18.005
H -11.948 1.456 16.018
H -12.934 2.228 17.393
C -13.406 5.175 21.277
C -13.211 5.837 22.676
C -11.741 5.797 23.156
O -11.445 7.129 23.381
C -12.539 7.921 23.240
O -12.533 9.090 23.388
O -13.612 7.188 22.877
H -14.436 5.311 20.983
H -13.208 4.100 21.355
H -12.692 5.530 20.520
H -13.772 5.206 23.351
H -11.025 5.419 22.373
H -11.681 5.196 24.062
C -5.695 8.320 19.519
C -6.959 7.552 19.562
C -8.027 7.973 18.533
O -8.027 6.914 17.544
C -7.309 5.875 18.004
O -7.207 4.830 17.475
O -6.720 6.155 19.173
H -5.078 8.010 20.381
H -5.874 9.362 19.780
H -5.132 8.236 18.576
H -7.315 7.527 20.589
H -7.863 8.912 18.026
H -8.997 8.107 19.035
C -8.043 2.336 25.464
C -8.426 1.663 24.130
C -9.403 0.477 24.328
O -10.679 1.036 24.012
C -10.502 2.212 23.390
O -11.418 2.903 22.996
O -9.205 2.593 23.339
H -7.398 3.182 25.326
H -7.737 1.623 26.217
H -9.040 2.728 25.699
H -7.602 1.269 23.534
H -9.397 0.235 25.399
H -9.231 -0.424 23.730
C -5.163 -0.098 24.808
C -4.106 0.993 24.420
C -3.017 0.500 23.502
O -2.863 1.510 22.509
C -4.027 2.276 22.557
O -4.292 3.092 21.726
O -4.717 2.046 23.682
H -5.787 -0.513 24.022
H -5.778 0.314 25.644
H -4.628 -0.940 25.219
H -3.671 1.536 25.311
H -3.254 -0.347 22.890
H -2.062 0.272 23.969
O -9.724 6.107 20.150
C -8.910 5.357 20.695
C -8.619 3.910 20.299
C -7.303 3.583 20.936
C -7.166 4.698 22.023
O -8.162 5.699 21.707
H -9.512 3.300 20.580
H -8.562 3.828 19.229
H -7.238 2.572 21.267
H -6.461 3.790 20.249
H -7.361 4.337 23.020
H -6.167 5.036 21.919
O -5.977 -0.496 15.168
C -5.936 0.082 16.205
C -7.041 0.932 16.853
C -6.316 1.631 17.997
C -5.177 0.669 18.355
O -4.883 -0.012 17.107
H -7.451 1.623 16.106
H -7.830 0.265 17.207
H -5.983 2.610 17.644
H -6.908 1.890 18.867
H -4.253 1.185 18.604
H -5.531 -0.137 18.999
*
```

Atom charges from the Löwdin analysis, given in e for atoms 1 to 99: -0.01, -0.26, -0.06, 0.08, -0.59, 0.11, 0.05, 0.09, 0.11, 0.06, 0.14, 0.13, 0.13, 0.00, -0.33, -0.02, 0.07, -0.54, 0.13, 0.03, 0.09, 0.08, 0.08, 0.15, 0.13, 0.13, -0.01, -0.28, -0.13, 0.06, -0.55, 0.17, 0.11, 0.07, 0.08, 0.08, 0.14, 0.12, 0.12, -0.02, -0.29, -0.07, 0.09, -0.60, 0.16, 0.07, 0.10, 0.09, 0.11, 0.11, 0.13, 0.11, 0.00, -0.29, -0.07, 0.08, -0.53, 0.13, 0.06, 0.08, 0.08, 0.10, 0.13, 0.13, 0.14, -0.01, -0.29, -0.11, 0.06, -0.52, 0.16, 0.07, 0.08, 0.08, 0.08, 0.17, 0.13, 0.14, 0.08, -0.49, -0.07, -0.14, -0.09, 0.03, 0.14, 0.09, 0.10, 0.11, 0.10, 0.11, 0.12, -0.45, -0.07, -0.15, -0.13, -0.01, 0.13, 0.11, 0.11

2.
The following is a quantum chemistry calculation of a 8-piece molecular cluster, C32H48O24 overall, from OMol25.

As for the relative energy (zero: lowest compared OMol25 entry of this formula, charge and spin): 40.6 kcal per mole. The value obtained for the molecular weight is 816.7 g mol⁻¹. For the energy, the calculation gives -3053.99965 hartree. As for the SMILES: C[C@H]1COC(=O)O1.C[C@H]1COC(=O)O1.C[C@H]1COC(=O)O1.C[C@H]1COC(=O)O1.C[C@H]1COC(=O)O1.C[C@H]1COC(=O)O1.C[C@H]1COC(=O)O1.C[C@H]1COC(=O)O1. The value obtained for the HOMO-LUMO gap is 10.252 eV. The strongest force on any atom comes out at 2.74 eV/A.

ORCA input file:
```
! wB97M-V def2-TZVPD RIJCOSX def2/J DEFGRID3
* xyz 0 1
C -2.481 -3.113 11.237
C -1.245 -2.446 10.666
C -0.750 -1.195 11.378
O 0.623 -1.444 11.632
C 0.935 -2.723 11.325
O 1.990 -3.202 11.502
O -0.173 -3.389 10.936
H -3.383 -2.527 11.035
H -2.359 -3.407 12.277
H -2.699 -4.006 10.645
H -1.289 -2.360 9.578
H -1.313 -1.046 12.302
H -0.912 -0.314 10.759
C -7.438 -6.292 17.344
C -6.584 -5.566 18.395
C -5.111 -5.389 17.995
O -4.952 -3.948 18.138
C -6.088 -3.353 18.572
O -6.168 -2.223 18.893
O -7.096 -4.256 18.589
H -8.462 -5.945 17.491
H -7.438 -7.366 17.515
H -7.100 -6.057 16.335
H -6.646 -6.188 19.290
H -4.820 -5.722 17.002
H -4.451 -5.741 18.783
C -1.973 -3.042 16.664
C -0.818 -3.181 15.690
C -0.344 -1.860 15.053
O 1.045 -1.835 15.287
C 1.462 -2.966 15.854
O 2.548 -3.421 15.797
O 0.393 -3.726 16.257
H -2.821 -2.595 16.139
H -1.743 -2.451 17.547
H -2.373 -4.002 16.992
H -1.225 -3.852 14.929
H -0.801 -0.962 15.459
H -0.577 -1.951 13.995
C 5.550 -8.049 18.561
C 5.173 -6.583 18.605
C 3.731 -6.216 18.145
O 3.377 -5.298 19.187
C 4.104 -5.476 20.284
O 3.876 -4.997 21.326
O 5.152 -6.268 20.016
H 4.950 -8.644 19.252
H 6.591 -8.152 18.861
H 5.371 -8.484 17.575
H 5.896 -5.986 18.047
H 3.161 -7.140 18.080
H 3.821 -5.654 17.224
C 1.161 1.760 17.983
C 0.534 0.463 17.463
C 0.070 -0.425 18.656
O -1.346 -0.255 18.636
C -1.727 0.270 17.470
O -2.814 0.214 17.025
O -0.684 0.779 16.775
H 2.133 1.623 18.454
H 0.454 2.337 18.568
H 1.454 2.247 17.045
H 1.228 -0.088 16.838
H 0.488 0.025 19.551
H 0.397 -1.461 18.569
C 0.705 -5.744 13.669
C 1.883 -6.512 13.109
C 3.117 -5.687 12.704
O 4.218 -6.280 13.424
C 3.754 -7.186 14.303
O 4.498 -7.748 15.053
O 2.427 -7.342 14.201
H 0.075 -5.527 12.799
H 0.952 -4.841 14.215
H 0.079 -6.339 14.335
H 1.615 -7.175 12.286
H 3.039 -4.645 12.996
H 3.359 -5.797 11.650
C -6.991 -4.810 11.870
C -5.873 -4.105 12.592
C -6.120 -3.385 13.921
O -5.044 -3.828 14.738
C -4.324 -4.759 14.121
O -3.370 -5.312 14.528
O -4.812 -5.041 12.887
H -7.593 -5.482 12.482
H -6.601 -5.399 11.043
H -7.668 -4.056 11.463
H -5.383 -3.358 11.957
H -7.089 -3.652 14.353
H -6.172 -2.312 13.758
C 0.420 -4.480 20.334
C -0.202 -4.922 21.647
C -1.563 -5.601 21.552
O -1.466 -6.752 22.422
C -0.193 -6.871 22.820
O 0.243 -7.659 23.576
O 0.612 -6.066 22.092
H 1.421 -4.137 20.583
H -0.169 -3.689 19.876
H 0.445 -5.322 19.645
H -0.002 -4.245 22.481
H -1.760 -5.982 20.553
H -2.355 -4.929 21.878
*
```

Atom charges from the Löwdin analysis, given in e for atoms 1 to 99: -0.02, -0.28, -0.10, 0.08, -0.56, 0.18, 0.07, 0.09, 0.08, 0.10, 0.16, 0.12, 0.14, -0.01, -0.31, -0.05, 0.03, -0.57, 0.18, 0.09, 0.09, 0.09, 0.07, 0.15, 0.12, 0.13, 0.00, -0.28, -0.06, 0.07, -0.58, 0.18, 0.07, 0.09, 0.08, 0.08, 0.12, 0.12, 0.11, -0.03, -0.29, -0.05, 0.05, -0.62, 0.18, 0.08, 0.09, 0.08, 0.08, 0.15, 0.14, 0.12, -0.02, -0.30, -0.07, 0.07, -0.62, 0.18, 0.06, 0.09, 0.10, 0.09, 0.14, 0.13, 0.12, 0.00, -0.25, -0.08, 0.07, -0.58, 0.13, 0.08, 0.09, 0.06, 0.10, 0.15, 0.11, 0.13, -0.01, -0.31, -0.07, 0.08, -0.60, 0.17, 0.07, 0.09, 0.09, 0.09, 0.13, 0.13, 0.14, -0.01, -0.28, -0.08, 0.07, -0.61, 0.18, 0.06, 0.08

3.
The following is a quantum chemistry calculation of C32H49BrClLaO2P as an isolated structure, from OMol25.

The value obtained for the molecular weight is 751.0 g mol⁻¹. For the energy, the calculation gives -4806.40197 hartree. The value obtained for the HOMO-LUMO gap (alpha / beta) is 2.926 / 1.624 eV. The strongest force on any atom comes out at 2.60 eV/A.

ORCA input file:
```
! wB97M-V def2-TZVPD RIJCOSX def2/J DEFGRID3
* xyz -1 1
La 1.291 1.050 1.993
P -0.083 0.709 -1.260
Cl 0.811 3.533 1.497
C -0.577 0.079 0.295
H -0.585 -1.005 0.304
H -1.537 0.479 0.650
C 1.756 0.849 -1.364
C -0.841 2.373 -1.466
C 2.241 0.996 -2.823
H 1.974 1.802 -0.831
C 3.734 1.332 -2.890
H 2.071 0.053 -3.364
H 1.675 1.768 -3.365
C 4.598 0.340 -2.098
H 4.048 1.337 -3.942
H 3.892 2.351 -2.509
C 4.050 0.050 -0.693
H 4.658 -0.599 -2.666
H 5.621 0.730 -2.027
C 2.554 -0.295 -0.696
H 4.615 -0.774 -0.239
H 4.223 0.932 -0.059
H 2.394 -1.215 -1.275
H 2.222 -0.582 0.332
C -0.674 -0.420 -2.576
C -2.362 2.267 -1.671
H -0.652 2.839 -0.480
C -3.022 3.651 -1.634
H -2.575 1.788 -2.639
H -2.815 1.629 -0.899
C -2.359 4.656 -2.583
H -4.084 3.545 -1.881
H -2.966 4.033 -0.606
C -0.830 4.697 -2.454
H -2.618 4.391 -3.617
H -2.770 5.655 -2.397
C -0.183 3.306 -2.496
H -0.408 5.319 -3.254
H -0.562 5.171 -1.499
H -0.280 2.893 -3.512
H 0.892 3.414 -2.294
C 0.085 -1.755 -2.558
H -1.712 -0.612 -2.245
C -0.592 -2.778 -3.473
H 1.121 -1.606 -2.894
H 0.139 -2.154 -1.534
C -0.803 -2.239 -4.894
H 0.022 -3.687 -3.509
H -1.562 -3.058 -3.037
C -1.450 -0.849 -4.932
H 0.169 -2.189 -5.401
H -1.421 -2.942 -5.463
C -0.751 0.151 -4.004
H -1.437 -0.456 -5.956
H -2.502 -0.929 -4.625
H 0.259 0.359 -4.386
H -1.290 1.108 -4.018
C -0.216 -3.279 0.848
C -1.502 -2.881 0.585
H 0.558 -3.250 0.077
C -2.606 -2.997 1.588
H -1.807 -2.524 -0.404
C -2.092 -3.164 3.032
H -3.278 -2.128 1.537
H -3.224 -3.871 1.331
C -0.917 -4.140 3.100
H -1.770 -2.191 3.422
H -2.905 -3.520 3.676
C 0.247 -3.654 2.216
H -0.578 -4.258 4.137
H -1.244 -5.127 2.755
H 0.710 -2.785 2.718
H 1.031 -4.421 2.151
Br -1.283 2.159 5.207
C -0.456 0.972 6.463
C -0.780 0.979 7.817
C -0.079 0.143 8.701
C 0.925 -0.716 8.233
C 1.241 -0.740 6.878
C 0.539 0.090 6.014
C 0.919 0.188 4.594
O 1.930 0.928 4.258
O 0.214 -0.354 3.654
H -1.560 1.637 8.182
H -0.316 0.166 9.765
H 1.471 -1.366 8.923
H 2.014 -1.387 6.454
*
```

Charges computed using Löwdin, reported in e: 1.29, 0.96, -0.25, -0.39, -0.05, 0.02, -0.39, -0.38, -0.21, 0.09, -0.19, 0.10, 0.09, -0.20, 0.11, 0.12, -0.22, 0.11, 0.11, -0.26, 0.10, 0.07, 0.10, 0.02, -0.37, -0.20, 0.04, -0.19, 0.10, 0.11, -0.20, 0.11, 0.12, -0.19, 0.11, 0.11, -0.20, 0.11, 0.12, 0.10, 0.11, -0.20, 0.13, -0.19, 0.10, 0.07, -0.20, 0.11, 0.11, -0.20, 0.11, 0.11, -0.20, 0.11, 0.11, 0.10, 0.09, -0.11, -0.14, 0.09, -0.20, 0.09, -0.19, 0.11, 0.11, -0.20, 0.11, 0.11, -0.20, 0.11, 0.11, 0.10, 0.10, 0.71, -0.62, -0.17, -0.17, -0.15, -0.08, -0.26, -0.71, -0.28, -0.27, 0.08, 0.07, 0.08, 0.11

4.
The following is a quantum chemistry calculation of a 3-piece molecular cluster, C32H49BrF2N7O3 overall, from OMol25.

The value obtained for the molecular weight is 697.7 g mol⁻¹. For the energy, the calculation gives -4631.22093 hartree. The value obtained for the HOMO-LUMO gap is 8.181 eV. The strongest force on any atom comes out at 2.00 eV/A.

ORCA input file:
```
! wB97M-V def2-TZVPD RIJCOSX def2/J DEFGRID3
* xyz 1 1
C -0.693 -1.202 7.145
C -0.803 -1.083 5.633
C -0.917 0.380 5.188
C -0.715 0.554 3.686
O 0.597 1.112 3.375
N 1.534 0.132 3.268
C 2.124 -0.188 2.137
N 2.968 -1.266 2.231
C 4.183 -1.223 1.380
N 4.775 -2.545 1.371
C 5.067 -3.036 2.688
C 6.155 -2.305 3.434
O 4.508 -4.009 3.167
C 4.052 -3.488 0.532
C 4.797 -4.007 -0.663
O 2.913 -3.817 0.783
C 3.921 -0.620 -0.002
C 2.457 -0.198 -0.206
C 1.555 -1.343 -0.720
C 1.141 -1.151 -2.179
C -0.220 -1.762 -2.524
Br 2.566 -1.909 -3.314
N 1.874 0.479 0.987
C 2.186 1.953 1.004
C 1.203 2.770 0.169
C -0.263 2.534 0.503
C -1.171 2.385 -0.729
N -1.382 0.948 -0.998
C -2.373 0.390 -0.130
N -2.126 -0.617 0.604
N -3.655 1.023 -0.111
H 0.253 -0.807 7.500
H -0.810 -2.231 7.465
H -1.496 -0.637 7.613
H -1.690 -1.610 5.287
H 0.045 -1.576 5.153
H -1.911 0.735 5.444
H -0.206 0.989 5.743
H -0.814 -0.403 3.182
H -1.429 1.246 3.256
H 1.772 -0.372 4.111
H 2.495 -2.169 2.193
H 4.894 -0.577 1.888
H 6.569 -1.470 2.882
H 5.748 -1.972 4.383
H 6.931 -3.036 3.631
H 4.606 -3.387 -1.534
H 5.855 -4.116 -0.461
H 4.387 -4.990 -0.874
H 4.530 0.276 -0.098
H 4.212 -1.260 -0.827
H 2.482 0.555 -0.985
H 0.645 -1.368 -0.127
H 2.087 -2.280 -0.645
H 1.136 -0.102 -2.448
H -0.154 -2.380 -3.408
H -0.906 -0.957 -2.762
H -0.642 -2.310 -1.689
H 3.187 2.104 0.610
H 2.177 2.302 2.030
H 1.387 2.585 -0.887
H 1.450 3.809 0.374
H -0.655 3.365 1.087
H -0.406 1.639 1.098
H -2.113 2.909 -0.594
H -0.653 2.789 -1.594
H -1.724 0.853 -1.950
H -1.164 -0.899 0.423
H -4.351 0.331 -0.364
H -3.875 1.261 0.849
F -1.042 -0.593 -5.437
C -0.095 -0.281 -6.353
C 1.031 -1.074 -6.449
C 1.994 -0.746 -7.392
C 1.823 0.360 -8.213
C 0.682 1.142 -8.095
C -0.291 0.821 -7.160
H 1.153 -1.930 -5.798
H 2.880 -1.358 -7.486
H 2.577 0.610 -8.946
H 0.547 2.004 -8.734
H -1.191 1.411 -7.057
F -7.309 0.366 -1.120
C -7.752 1.600 -0.792
C -6.906 2.443 -0.104
C -7.353 3.712 0.234
C -8.635 4.114 -0.114
C -9.470 3.245 -0.805
C -9.029 1.977 -1.153
H -5.913 2.113 0.157
H -6.699 4.388 0.769
H -8.983 5.102 0.152
H -10.469 3.556 -1.075
H -9.661 1.288 -1.696
*
```

Charges computed using Löwdin, reported in e: -0.10, -0.27, -0.18, -0.15, -0.08, 0.11, -0.26, 0.17, -0.24, 0.03, -0.44, 0.02, 0.12, -0.42, 0.03, 0.12, -0.04, -0.24, -0.18, -0.67, -0.11, 0.77, 0.06, -0.11, -0.15, -0.17, -0.19, 0.01, -0.51, 0.18, 0.09, 0.07, 0.08, 0.08, 0.12, 0.09, 0.12, 0.12, 0.11, 0.12, 0.18, 0.15, 0.14, 0.08, 0.09, 0.10, 0.05, 0.09, 0.10, 0.12, 0.09, 0.13, 0.09, 0.07, 0.07, 0.06, 0.05, 0.08, 0.13, 0.12, 0.11, 0.12, 0.12, 0.07, 0.10, 0.11, 0.12, 0.02, 0.09, 0.08, 0.04, -0.28, -0.05, -0.08, -0.09, -0.08, -0.02, 0.06, 0.11, 0.10, 0.11, 0.12, 0.05, -0.28, -0.02, -0.08, -0.09, -0.08, -0.01, 0.08, 0.10, 0.10, 0.11, 0.12